1.
The following is a DFT calculation (wB97M-V/def2-TZVPD) of a structure of composition C30H29BrGeNO5Tc.

```
68
Properties=species:S:1:pos:R:3:lowdin_charge:R:1
Tc -1.320 0.740 -0.439 1.628
Br -2.001 -6.603 -1.082 0.785
C -2.820 -5.043 -1.760 -0.671
C -3.881 -5.149 -2.649 -0.089
C -4.485 -4.001 -3.143 -0.039
C -4.035 -2.752 -2.751 0.000
C -2.967 -2.660 -1.862 -0.146
C -2.353 -3.805 -1.362 -0.065
C -2.500 -1.329 -1.448 -0.552
O -3.050 -0.257 -1.750 -0.007
O -1.417 -1.249 -0.715 -0.201
H -4.233 -6.125 -2.952 0.114
H -5.310 -4.091 -3.836 0.120
H -4.497 -1.848 -3.123 0.124
H -1.524 -3.728 -0.673 0.106
C 1.520 -0.510 -2.437 -0.043
C 0.199 -0.085 -3.027 -0.190
O -0.383 1.044 -2.303 -0.319
C 0.337 2.304 -2.543 -0.206
C -0.571 3.496 -2.389 -0.060
H 1.866 -1.409 -2.949 0.104
H 1.395 -0.789 -1.386 0.054
H 2.295 0.249 -2.538 0.087
H -0.539 -0.879 -2.971 0.112
H 0.280 0.238 -4.064 0.139
H 0.703 2.230 -3.567 0.135
H 1.191 2.330 -1.865 0.097
H -1.508 3.333 -2.921 0.095
H -0.079 4.360 -2.838 0.099
H -0.784 3.728 -1.349 0.052
O -4.646 3.024 -0.136 0.296
N -4.213 2.060 0.110 0.230
O -2.420 2.068 -0.203 -0.453
C -0.048 0.709 0.867 -0.431
Ge 1.820 0.738 1.209 1.255
C 2.846 2.229 0.671 -0.324
C 2.194 3.413 0.305 -0.124
C 2.939 4.513 -0.079 -0.047
C 4.327 4.428 -0.111 -0.025
C 4.979 3.251 0.242 -0.040
C 4.243 2.149 0.640 -0.088
C -1.136 0.544 1.907 -0.391
C -1.564 1.647 2.678 -0.054
C -2.531 1.478 3.637 -0.046
C -3.110 0.216 3.833 -0.028
C -2.713 -0.871 3.080 -0.033
C -1.717 -0.716 2.118 -0.037
C 2.545 -0.778 2.072 -0.319
C 3.645 -0.654 2.929 -0.097
C 4.129 -1.772 3.585 -0.045
C 3.538 -3.011 3.365 -0.029
C 2.451 -3.142 2.507 -0.047
C 1.942 -2.024 1.870 -0.101
H 1.111 3.472 0.326 0.092
H 2.447 5.438 -0.350 0.120
H 4.909 5.288 -0.415 0.124
H 6.058 3.199 0.208 0.123
H 4.753 1.233 0.916 0.105
H -1.124 2.622 2.504 0.123
H -2.849 2.314 4.246 0.120
H -3.873 0.094 4.590 0.123
H -3.164 -1.841 3.239 0.122
H -1.381 -1.561 1.538 0.101
H 4.114 0.308 3.095 0.105
H 4.967 -1.684 4.261 0.121
H 3.925 -3.886 3.871 0.123
H 2.002 -4.112 2.345 0.119
H 1.080 -2.121 1.218 0.094
```

As for the HOMO-LUMO gap: 0.2123 hartree. As for the energy above the lowest of the compared OMol25 structures with the same formula, charge and spin: 0.000 eV. The charge is +2. Its spin multiplicity is 1.

2.
The following is a DFT calculation (wB97M-V/def2-TZVPD) of a structure of composition C30H29ClF5INO7PS.

```
76
Properties=species:S:1:pos:R:3:lowdin_charge:R:1
C -2.715 0.413 -0.590 -0.121
C -2.406 -0.263 -1.936 -0.668
Cl -3.193 0.723 -3.227 0.616
C -0.900 -0.445 -2.265 -0.169
C 0.079 0.356 -1.417 -0.175
C -0.023 1.892 -1.557 -0.462
O -0.689 2.645 -0.984 0.166
N 0.959 2.321 -2.583 -0.007
C 2.144 1.542 -2.142 -0.984
I 3.863 1.702 -3.417 0.891
P 2.643 2.502 -0.570 0.349
S 4.501 2.301 -0.012 0.080
C 1.539 0.147 -1.953 -0.343
C 2.371 -1.002 -1.398 -0.134
C 2.630 -0.844 0.124 -0.162
C 2.281 -2.120 0.925 -0.050
C 1.364 -1.910 2.095 -0.468
F 1.531 -2.956 2.932 0.118
F 0.074 -1.916 1.759 0.129
C 1.638 -0.640 2.938 -0.639
F 1.237 -0.831 4.178 0.173
F 2.880 -0.321 2.985 0.241
F 0.903 0.346 2.473 0.181
H -2.887 1.468 -0.740 0.053
H -1.988 0.203 0.186 0.074
H -3.661 0.009 -0.239 0.076
H -2.873 -1.239 -1.917 0.085
H -0.685 -1.510 -2.247 0.090
H -0.762 -0.123 -3.297 0.096
H 0.085 -0.049 -0.406 0.132
H 0.611 1.785 -3.392 0.107
H 1.821 2.083 0.499 -0.014
H 2.295 3.849 -0.795 0.005
H 1.355 -0.165 -2.991 0.130
H 1.898 -1.953 -1.608 0.091
H 3.304 -1.012 -1.957 0.092
H 3.685 -0.656 0.241 0.092
H 2.036 -0.006 0.458 0.053
H 1.741 -2.782 0.250 0.103
H 3.156 -2.677 1.222 0.136
C -0.820 4.839 -7.029 0.020
C -1.018 6.154 -7.001 0.021
C -1.237 6.874 -5.720 -0.386
O -1.418 8.072 -5.697 0.107
C -1.229 6.069 -4.473 0.027
C -1.034 4.754 -4.502 0.024
C -0.810 4.038 -5.780 -0.381
O -0.620 2.839 -5.797 0.089
H -0.656 4.295 -7.951 0.121
H -1.027 6.757 -7.900 0.122
H -1.392 6.611 -3.550 0.124
H -1.026 4.142 -3.609 0.105
C -1.465 -4.332 0.186 0.033
C -2.410 -5.251 0.363 0.035
C -2.923 -6.057 -0.774 -0.380
O -3.785 -6.893 -0.615 0.120
C -2.339 -5.797 -2.115 0.030
C -1.395 -4.877 -2.290 0.027
C -0.886 -4.076 -1.153 -0.356
O -0.020 -3.234 -1.312 0.060
H -1.078 -3.732 1.001 0.107
H -2.847 -5.454 1.333 0.127
H -2.725 -6.394 -2.931 0.125
H -0.957 -4.672 -3.259 0.125
C 0.715 0.063 9.670 0.019
C -0.313 -0.781 9.680 0.018
C -0.837 -1.372 8.423 -0.386
O -1.775 -2.141 8.432 0.104
C -0.168 -0.987 7.156 0.022
C 0.860 -0.143 7.145 0.021
C 1.383 0.449 8.401 -0.382
O 2.321 1.217 8.393 0.110
H 1.110 0.506 10.575 0.121
H -0.813 -1.075 10.594 0.121
H -0.563 -1.429 6.250 0.118
H 1.358 0.150 6.233 0.104
```

As for the HOMO-LUMO gap: 0.2373 hartree. Its spin multiplicity is 1.

3.
The following is a DFT calculation (wB97M-V/def2-TZVPD) of a structure of composition C30H29FN5O4PtS2.

```
72
Properties=species:S:1:pos:R:3:lowdin_charge:R:1
Pt -0.140 -0.184 -0.171 0.685
S -1.327 0.589 1.589 0.775
C -1.173 -0.599 2.764 -0.613
N -1.593 -0.407 3.988 -0.079
C -1.353 -1.422 5.024 -0.075
C -1.511 -2.780 4.422 -0.073
N -0.606 -2.900 3.267 -0.077
C 0.163 -4.158 3.164 -0.094
C 1.115 -4.275 4.328 -0.230
C 2.197 -3.401 4.423 -0.035
C 3.071 -3.489 5.495 -0.062
C 2.869 -4.451 6.479 -0.066
C 1.793 -5.322 6.388 -0.062
C 0.915 -5.232 5.314 -0.046
C -0.485 -1.900 2.434 -0.608
S 0.389 -2.036 1.002 0.732
C -2.393 0.762 4.410 -0.094
C -3.835 0.361 4.621 -0.222
C -4.381 0.357 5.898 -0.046
C -5.701 -0.033 6.094 -0.064
C -6.474 -0.429 5.014 -0.068
C -5.931 -0.431 3.733 -0.062
C -4.616 -0.038 3.536 -0.035
H -2.077 -1.279 5.822 0.136
H -0.346 -1.297 5.431 0.151
H -2.541 -2.936 4.091 0.152
H -1.252 -3.546 5.147 0.134
H 0.696 -4.163 2.221 0.080
H -0.546 -4.987 3.156 0.142
H 2.363 -2.657 3.648 0.114
H 3.915 -2.814 5.559 0.112
H 3.555 -4.524 7.313 0.112
H 1.637 -6.076 7.150 0.112
H 0.080 -5.921 5.240 0.118
H -2.296 1.544 3.666 0.088
H -1.962 1.127 5.343 0.139
H -3.780 0.675 6.745 0.117
H -6.123 -0.022 7.091 0.112
H -7.502 -0.731 5.165 0.111
H -6.536 -0.729 2.886 0.111
H -4.199 -0.026 2.533 0.103
N 0.953 -0.875 -1.854 -0.064
C 2.059 -0.111 -2.435 -0.271
C 2.954 -0.774 -3.262 -0.034
C 3.976 -0.066 -3.874 -0.071
C 4.094 1.303 -3.669 -0.069
C 3.201 1.954 -2.831 -0.054
C 2.186 1.245 -2.200 -0.038
H 1.241 -1.842 -1.757 0.082
H 0.152 -0.854 -2.502 0.077
H 2.849 -1.841 -3.433 0.116
H 4.674 -0.583 -4.521 0.109
H 4.881 1.860 -4.162 0.109
H 3.277 3.022 -2.668 0.105
H 1.499 1.757 -1.539 0.088
F -3.844 5.441 -0.353 0.098
C -2.635 5.196 -0.865 -0.188
C -2.432 4.177 -1.693 0.053
N -1.191 3.898 -2.236 -0.002
C -1.028 2.766 -3.126 -0.027
C -0.966 1.442 -2.396 -0.612
O -1.106 0.407 -3.034 0.030
O -0.654 1.557 -1.139 -0.256
C -0.074 4.638 -1.903 -0.456
O 1.041 4.377 -2.309 0.083
N -0.333 5.698 -1.059 0.224
C -1.548 6.088 -0.483 -0.391
O -1.628 7.048 0.242 0.120
H -3.243 3.517 -1.970 0.157
H -0.071 2.878 -3.630 0.140
H -1.817 2.733 -3.873 0.145
H 0.466 6.268 -0.823 0.171
```

As for the HOMO-LUMO gap: 0.2274 hartree. As for the energy above the lowest of the compared OMol25 structures with the same formula, charge and spin: 0.000 eV. The charge is +1. Its spin multiplicity is 1.